Record 1
# CH2NOP

An isolated molecule of CH2NOP (the ωB97M-V functional and the def2-TZVPD basis, OMol25).

Output
Gap between HOMO and LUMO ... 10.20 eV
LUMO energy ... 0.0111 hartree
Strongest force on any atom ... 3.8 eV/A
Highest occupied orbital energy ... -9.90 eV
E_tot ... -13894.338 eV

Each line ends with the natural charge from an NBO analysis.
Geometry (Å):
C -0.2847 -1.9966 -2.0447  0.333
N -0.8686 -1.4785 -1.2044  -0.857
O 0.7131 -0.2761 0.2167  -0.992
P -0.8642 -0.2511 0.0622  1.093
H 1.0895 0.2405 0.9359  0.513
H -1.0977 0.8874 -0.9836  -0.090



Record 2
# CH2NOS2

A cluster of 2 separate species, CH2NOS2 in total (the ωB97M-V functional and the def2-TZVPD basis, OMol25).

Output
Gap between HOMO and LUMO ... 4.74 eV
LUMO energy ... 0.1118 hartree
Net charge ... -1
Strongest force on any atom ... 2.8 eV/A
Highest occupied orbital energy ... -1.70 eV
E_tot ... -26277.911 eV

Each line ends with the natural charge from an NBO analysis.
Geometry (Å):
C -2.3365 0.2866 0.3875  0.471
N 1.7933 0.1556 -0.3340  -1.005
O -1.9537 -0.0443 1.4415  -0.446
S -3.0135 0.7510 -0.9312  -0.040
S 0.8687 -1.3832 -0.4876  -0.629
H 2.6423 -0.1512 -0.7193  0.331
H 1.9996 0.3856 0.6431  0.318



Record 3
# CH2NP

A cluster of 2 separate species, CH2NP in total (the ωB97M-V functional and the def2-TZVPD basis, OMol25).

Output
Gap between HOMO and LUMO (alpha / beta) ... 7.51 / 9.36 eV
LUMO energy (alpha / beta) ... -0.0188 / -0.0205 hartree
Strongest force on any atom ... 1.0 eV/A
Highest occupied orbital energy (alpha / beta) ... -8.02 / -9.91 eV
E_tot ... -11842.869 eV

Each line ends with the natural charge from an NBO analysis.
Geometry (Å):
C 0.0815 -0.5565 0.5964  -0.195
N 0.5282 -0.8360 -0.5426  -0.492
P 1.0740 0.8009 0.0491  0.523
H -0.5024 -1.0104 1.3686  0.219
H -1.1813 1.6019 -1.4716  -0.056



- The lowest E_tot belongs to which entry?
  CH2NOS2



- Which formula does entry 2 have?
  CH2NOS2



- E_tot of number 1 (CH2NOP)?
  -13894.338 eV



- Among the records above, which one has the lowest E_tot?
  CH2NOS2